# 1
# C13H30F2NO5Sr

A molecular structure, C13H30F2NO5Sr (ωB97M-V/def2-TZVPD, the OMol25 dataset).

Last column: natural (NBO) charge in e.
CARTESIAN COORDINATES (ANGSTROEM)
Sr 2.290 0.898 0.494  1.861
C -2.682 1.019 -0.912  -0.632
C -2.420 0.506 0.519  0.113
C -3.719 -0.078 1.081  -0.395
C -4.017 -1.493 0.637  -0.395
C -2.836 -2.389 0.912  -0.401
C -1.552 -1.847 0.304  0.118
N -1.367 -0.467 0.576  -0.212
O -0.139 -0.010 0.140  -0.917
C -1.595 -2.184 -1.229  -0.647
C -0.395 -2.660 0.872  -0.591
C -2.009 1.718 1.358  -0.601
H -1.830 1.581 -1.302  0.213
H -3.482 1.780 -0.892  0.182
H -2.983 0.234 -1.597  0.195
H -4.551 0.595 0.865  0.199
H -3.566 -0.127 2.169  0.195
H -4.318 -1.484 -0.430  0.184
H -4.974 -1.817 1.066  0.196
H -3.023 -3.415 0.586  0.199
H -2.741 -2.412 2.009  0.198
H -0.676 -1.836 -1.706  0.218
H -2.434 -1.711 -1.735  0.192
H -1.671 -3.264 -1.411  0.184
H -0.206 -2.363 1.913  0.212
H 0.550 -2.496 0.351  0.210
H -0.625 -3.730 0.867  0.182
H -2.591 2.606 1.097  0.181
H -0.947 1.891 1.197  0.247
H -2.178 1.537 2.425  0.196
F 3.183 1.792 2.659  -0.962
F 4.541 1.902 -0.040  -0.961
C 1.993 4.030 -0.582  -0.104
C 1.239 3.289 -1.649  -0.086
O 1.867 1.994 -1.704  -0.756
O 1.745 3.426 0.666  -0.738
H 1.713 5.092 -0.627  0.157
H 3.053 3.962 -0.858  0.225
H 1.346 3.790 -2.616  0.162
H 0.177 3.167 -1.410  0.180
H 1.436 1.460 -2.377  0.478
H 1.689 4.086 1.358  0.501
C 3.771 -1.845 -1.012  -0.087
C 4.410 -1.722 0.361  -0.099
O 3.509 -1.228 1.349  -0.732
O 3.268 -0.591 -1.463  -0.733
H 2.961 -2.587 -0.972  0.160
H 4.537 -2.185 -1.719  0.166
H 5.250 -1.025 0.330  0.226
H 4.769 -2.730 0.592  0.161
H 3.210 -1.972 1.876  0.484
H 3.020 -0.687 -2.385  0.476

Results
E_HOMO (eV): -2.93
Electronic energy (Ha): -1174.79600
Net charge: -1
Multiplicity: 1

=====

# 2
# C13H30F7N5O13S4

A molecular structure, C13H30F7N5O13S4 (ωB97M-V/def2-TZVPD, the OMol25 dataset).

Last column: Mulliken charge in e.
CARTESIAN COORDINATES (ANGSTROEM)
C -4.273 1.042 -3.365  -1.266
C -4.256 1.195 -1.874  0.895
O -4.427 2.167 -1.222  -0.427
N -3.886 -0.033 -1.088  1.115
H -3.973 -0.833 -1.714  -0.039
H -3.028 0.156 -0.700  -0.204
C -4.932 -0.327 -0.105  -0.937
H -3.392 0.560 -3.629  0.253
H -4.450 1.936 -3.997  0.390
H -4.894 0.199 -3.710  0.367
H -5.875 -0.388 -0.608  0.398
H -4.987 0.481 0.631  0.409
H -4.635 -1.254 0.432  0.232
C 3.846 4.569 0.754  -1.115
C 4.155 3.389 1.755  0.784
O 5.062 3.368 2.581  -0.611
N 3.273 2.312 1.737  -0.068
H 2.522 2.340 1.081  0.067
H 4.399 0.702 1.145  -0.013
C 3.192 1.421 2.893  -1.199
H 4.049 5.462 1.316  0.369
H 2.848 4.512 0.346  0.327
H 4.606 4.426 -0.008  0.265
H 4.134 0.941 3.158  0.456
H 2.611 0.574 2.574  0.374
H 2.835 1.893 3.822  0.337
C 0.983 -3.488 -0.285  -1.594
C 1.013 -2.015 -0.493  0.858
O 0.075 -1.307 -0.220  -0.704
N 2.102 -1.583 -1.072  0.030
H 2.764 -2.327 -1.201  0.202
H -0.918 0.233 0.143  0.429
C 2.289 -0.237 -1.601  -0.602
H -0.076 -3.807 -0.398  0.313
H 1.421 -3.579 0.707  0.361
H 1.592 -4.049 -0.993  0.420
H 1.554 -0.021 -2.404  0.255
H 3.334 -0.306 -1.922  0.265
H 2.214 0.486 -0.756  -0.053
C -1.896 0.934 1.716  -0.001
O -2.977 0.112 1.929  -0.243
O -1.549 0.951 0.362  -0.650
C -2.251 2.407 1.967  0.616
F -2.943 2.541 3.104  -0.311
F -1.111 3.199 2.149  -0.288
F -2.942 2.856 1.003  -0.165
C -3.135 -0.544 3.204  -0.604
C -2.762 -2.009 3.003  -0.768
H -2.527 -2.382 4.013  0.380
H -3.606 -2.614 2.615  0.296
H -1.906 -2.039 2.301  0.094
H -4.181 -0.381 3.542  0.326
H -2.524 0.020 3.918  0.410
H -0.995 0.704 2.321  0.555
N 4.864 0.069 0.500  0.396
S 5.842 0.518 -0.704  1.127
O 5.726 -0.537 -1.696  -0.517
O 7.092 1.095 -0.305  -0.577
F 4.984 1.735 -1.242  -0.197
S 5.080 -1.379 1.071  1.109
O 4.960 -2.380 0.064  -0.516
O 4.235 -1.426 2.220  -0.606
F 6.522 -1.392 1.620  -0.198
N -1.953 -2.475 -2.689  -0.176
S -1.209 -1.389 -3.488  1.165
O -1.925 -0.970 -4.601  -0.634
O 0.177 -1.624 -3.644  -0.627
F -1.271 -0.126 -2.458  -0.240
S -3.366 -2.859 -3.352  1.017
O -3.573 -3.131 -4.750  -0.568
O -4.422 -2.056 -2.733  -0.700
F -3.330 -4.241 -2.671  -0.244

Results
E_HOMO (eV): -10.14
Electronic energy (Ha): -4057.02651
Multiplicity: 1

=====

# 3
# C13H30I2NO3

A molecular structure, C13H30I2NO3 (ωB97M-V/def2-TZVPD, the OMol25 dataset).

Last column: natural (NBO) charge in e.
CARTESIAN COORDINATES (ANGSTROEM)
C -2.233 1.829 -0.157  -0.651
C -2.283 0.588 -1.074  -0.365
I -4.260 -0.222 -1.072  0.161
C -1.220 -0.456 -0.706  -0.368
I -1.368 -2.287 -1.814  0.166
C 0.189 0.185 -0.749  -0.087
C 0.613 0.963 -1.980  -0.098
O 0.757 0.130 -3.091  -0.497
C 1.916 -0.671 -2.988  -0.090
C 2.075 -1.428 -1.653  -0.281
N 1.294 -0.836 -0.476  -0.511
H -2.149 2.746 -0.742  0.239
H -3.128 1.916 0.454  0.249
H -1.394 1.812 0.542  0.198
H -2.149 0.876 -2.116  0.231
H -1.401 -0.786 0.321  0.234
H 0.236 0.868 0.103  0.232
H 1.552 1.500 -1.766  0.184
H -0.137 1.717 -2.217  0.229
H 1.839 -1.411 -3.782  0.232
H 2.803 -0.053 -3.167  0.187
H 1.742 -2.454 -1.750  0.237
H 3.114 -1.410 -1.322  0.277
H 0.905 -1.609 0.065  0.445
H 1.982 -0.381 0.123  0.435
C -6.952 1.624 2.783  -0.629
C -6.745 0.143 3.051  0.092
C -5.482 -0.127 3.851  -0.628
O -6.748 -0.603 1.834  -0.717
H -6.110 2.021 2.206  0.188
H -7.866 1.785 2.213  0.225
H -7.016 2.188 3.714  0.215
H -7.607 -0.247 3.598  0.180
H -4.607 0.233 3.298  0.183
H -5.364 -1.195 4.030  0.221
H -5.506 0.389 4.811  0.216
H -6.000 -0.302 1.307  0.450
C 7.415 -1.049 -1.150  -0.635
C 6.015 -0.554 -0.852  0.096
C 5.957 0.331 0.380  -0.629
O 5.099 -1.660 -0.732  -0.756
H 7.797 -1.633 -0.308  0.207
H 7.422 -1.677 -2.040  0.227
H 8.095 -0.213 -1.309  0.227
H 5.636 -0.002 -1.716  0.169
H 6.298 -0.219 1.260  0.211
H 4.941 0.684 0.565  0.193
H 6.601 1.202 0.262  0.230
H 5.432 -2.248 -0.043  0.475

Results
E_HOMO (eV): -11.91
Electronic energy (Ha): -1388.91792
Net charge: +1
Multiplicity: 1

=====

# 4
# C13H31NO5

3 unconnected molecules or ions with the total composition C13H31NO5 (ωB97M-V/def2-TZVPD, the OMol25 dataset).

Last column: natural (NBO) charge in e.
CARTESIAN COORDINATES (ANGSTROEM)
C 4.049 0.604 -0.674  -0.610
C 3.009 -0.510 -0.523  0.127
C 2.145 -0.512 -1.810  -0.641
C 3.713 -1.860 -0.385  -0.400
C 2.770 -2.944 0.096  -0.407
C 2.226 -2.571 1.446  -0.400
C 1.422 -1.263 1.412  0.125
C 0.037 -1.463 0.758  -0.647
C 1.231 -0.747 2.817  -0.614
N 2.223 -0.268 0.672  -0.207
O 1.588 0.996 0.605  -0.611
H 4.920 0.254 -1.227  0.210
H 3.624 1.492 -1.134  0.221
H 4.379 0.862 0.337  0.211
H 1.467 -1.362 -1.887  0.199
H 1.487 0.361 -1.754  0.216
H 2.752 -0.441 -2.711  0.211
H 4.175 -2.085 -1.349  0.213
H 4.539 -1.732 0.329  0.203
H 1.977 -3.103 -0.646  0.201
H 3.222 -3.940 0.122  0.214
H 3.040 -2.458 2.162  0.207
H 1.484 -3.307 1.766  0.212
H -0.560 -0.565 0.919  0.248
H -0.433 -2.366 1.144  0.203
H 0.140 -1.539 -0.322  0.203
H 0.841 0.275 2.849  0.218
H 2.121 -0.801 3.445  0.209
H 0.423 -1.277 3.340  0.212
H 2.028 1.519 1.282  0.478
O 0.001 2.863 -1.138  -0.736
C -1.003 2.302 -1.959  -0.085
C -1.536 0.985 -1.454  -0.092
O -1.934 1.048 -0.099  -0.751
H 0.354 2.177 -0.557  0.489
H -1.823 3.032 -1.980  0.169
H -0.670 2.209 -3.002  0.158
H -0.771 0.210 -1.533  0.175
H -2.392 0.714 -2.084  0.166
H -2.784 1.502 -0.059  0.485
O -6.148 1.567 1.616  -0.729
C -5.373 0.775 0.705  -0.105
C -5.381 1.460 -0.627  -0.096
O -4.344 2.431 -0.795  -0.732
H -5.971 1.247 2.506  0.472
H -4.355 0.644 1.086  0.180
H -5.801 -0.231 0.635  0.171
H -6.348 1.955 -0.768  0.187
H -5.300 0.744 -1.444  0.191
H -4.464 3.118 -0.129  0.481

Results
E_HOMO (eV): -8.20
Electronic energy (Ha): -944.80160
Energy relative to the best compared isomer or geometry (same formula, charge and spin) (kcal per mole): 0.0
Multiplicity: 1

=====

# 5
# C13H32BO7P

3 unconnected molecules or ions with the total composition C13H32BO7P (ωB97M-V/def2-TZVPD, the OMol25 dataset).

Last column: natural (NBO) charge in e.
CARTESIAN COORDINATES (ANGSTROEM)
C 1.294 0.132 -0.068  -0.344
C 2.053 0.764 -1.100  -0.064
C 2.869 1.744 -2.183  -0.457
C 3.247 3.138 -1.402  -0.429
C 2.354 4.443 -1.852  -0.751
P 0.489 4.318 -1.456  1.021
O -1.229 4.364 -1.163  -1.041
B -1.851 3.270 -1.967  1.357
O -1.800 3.190 -3.454  -0.952
O -2.614 2.177 -1.278  -0.954
H 0.649 -0.004 0.927  0.308
H 3.842 1.175 -2.530  0.254
H 2.134 1.873 -3.090  0.235
H 4.387 3.397 -1.643  0.224
H 3.227 2.964 -0.222  0.238
H 2.514 4.742 -2.985  0.221
H 2.769 5.359 -1.209  0.228
H 0.363 2.974 -1.960  -0.077
H 0.715 4.663 -0.054  0.002
H 0.281 5.405 -2.424  -0.018
H -0.969 2.632 -3.664  0.490
H -1.891 1.489 -1.056  0.501
C 1.565 0.389 4.478  -0.259
O 1.367 -0.677 3.556  -0.561
C 2.479 -1.577 3.512  -0.091
C 2.229 -2.824 4.367  -0.089
O 2.117 -2.498 5.755  -0.553
C 0.762 -2.407 6.185  -0.258
H 0.592 0.839 4.694  0.191
H 2.005 0.048 5.420  0.185
H 2.211 1.147 4.027  0.170
H 3.401 -1.067 3.819  0.177
H 2.600 -1.886 2.468  0.190
H 3.084 -3.499 4.264  0.187
H 1.336 -3.364 4.023  0.175
H 0.362 -3.412 6.350  0.170
H 0.133 -1.878 5.466  0.181
H 0.740 -1.860 7.132  0.190
C -3.635 -4.241 -1.853  -0.258
O -3.930 -3.565 -3.070  -0.555
C -4.493 -2.268 -2.853  -0.090
C -3.437 -1.164 -2.981  -0.093
O -2.439 -1.270 -1.962  -0.558
C -1.257 -1.918 -2.423  -0.256
H -2.939 -5.054 -2.073  0.188
H -3.172 -3.582 -1.111  0.182
H -4.554 -4.667 -1.439  0.168
H -4.995 -2.222 -1.877  0.176
H -5.254 -2.116 -3.626  0.186
H -3.925 -0.193 -2.853  0.201
H -2.976 -1.177 -3.978  0.173
H -0.651 -1.210 -2.996  0.165
H -1.476 -2.792 -3.039  0.182
H -0.684 -2.245 -1.550  0.192

Results
E_HOMO (eV): -9.14
Electronic energy (Ha): -1407.13673
Multiplicity: 1

=====

# 6
# C13H32N3O6P

3 unconnected molecules or ions with the total composition C13H32N3O6P (ωB97M-V/def2-TZVPD, the OMol25 dataset).

Last column: natural (NBO) charge in e.
CARTESIAN COORDINATES (ANGSTROEM)
C -1.535 2.129 4.277  -0.641
C -1.281 0.732 3.476  0.084
O -0.295 -0.159 4.133  -0.556
C -0.408 -1.446 3.384  0.809
O 0.520 -2.166 2.748  -0.549
C -2.056 -1.698 3.515  -0.503
C -2.491 -0.200 2.932  -0.615
P -4.316 0.141 3.288  2.087
N -5.079 0.186 1.824  -1.311
O -4.692 1.651 4.061  -0.990
O -5.040 -1.190 4.175  -0.918
H -1.977 1.872 5.340  0.226
H -0.477 2.674 4.363  0.241
H -2.242 2.823 3.630  0.234
H -0.654 1.095 2.526  0.212
H -2.476 -2.649 2.964  0.274
H -2.181 -1.688 4.682  0.235
H -2.377 -0.239 1.768  0.310
H -5.559 1.107 1.699  0.365
H -4.833 2.399 3.410  0.518
H -4.646 -1.156 5.102  0.485
C 4.685 -0.331 -1.104  -0.247
O 3.731 -1.234 -0.567  -0.547
C 3.460 -1.050 0.826  -0.078
C 2.461 0.089 1.136  -0.085
C 3.068 1.484 1.014  -0.613
N 1.271 0.009 0.276  -0.852
H 5.466 -0.076 -0.381  0.166
H 4.185 0.569 -1.463  0.167
H 5.157 -0.809 -1.967  0.187
H 3.013 -1.991 1.165  0.195
H 4.394 -0.932 1.389  0.161
H 2.139 -0.033 2.177  0.199
H 3.185 1.806 -0.023  0.203
H 2.424 2.223 1.506  0.210
H 4.049 1.529 1.497  0.202
H 0.811 -0.888 0.436  0.357
H 1.600 -0.058 -0.692  0.375
C -2.031 0.267 -4.774  -0.250
O -1.473 -1.023 -4.577  -0.549
C -0.252 -1.253 -5.286  -0.076
C 1.005 -0.674 -4.597  -0.081
C 1.142 0.839 -4.747  -0.616
N 1.042 -1.018 -3.168  -0.831
H -1.859 0.642 -5.788  0.168
H -1.632 0.963 -4.035  0.166
H -3.110 0.199 -4.610  0.191
H -0.140 -2.343 -5.329  0.185
H -0.337 -0.911 -6.325  0.164
H 1.880 -1.127 -5.080  0.190
H 0.469 1.392 -4.088  0.205
H 2.162 1.154 -4.497  0.218
H 0.943 1.151 -5.777  0.203
H 1.052 -2.034 -3.076  0.356
H 0.137 -0.749 -2.768  0.358

Results
E_HOMO (eV): -8.79
Electronic energy (Ha): -1471.42892
Multiplicity: 1

=====

Number 1: lowest unoccupied orbital energy 2.420 eV. Number 2: lowest unoccupied orbital energy 0.172 eV. Number 3: lowest unoccupied orbital energy -3.154 eV. Number 4: lowest unoccupied orbital energy 0.643 eV. Number 5: lowest unoccupied orbital energy 0.314 eV. Number 6: lowest unoccupied orbital energy -0.280 eV.